[1]
Density functional theory data (wB97M-V/def2-TZVPD) for a structure of composition C42H35F7 at a distorted geometry.

The calculation puts the energy above the lowest of the compared OMol25 structures with the same formula, charge and spin at 19.911 eV. Its total charge is 0. The total energy is -63123.804 eV. As for the gap between HOMO and LUMO: 8.86 eV. The multiplicity is 1.

Last column: Löwdin charge in e.
Geometry (Å):
1 F 2.99130 -4.81714 2.00510  0.10
2 F 1.31450 2.85529 3.17440  0.06
3 F 1.09524 2.58298 -2.13580  -0.12
4 F 3.36228 -2.31187 1.60834  0.06
5 F -5.93242 -1.75601 -0.59602  0.00
6 F -4.70983 0.22704 2.45870  0.00
7 F -1.59910 4.09214 0.10279  0.14
8 C 0.79479 1.57704 -1.26902  -0.22
9 C -2.95416 3.47905 -1.61494  -0.03
10 C 5.58517 -4.14064 -0.47914  -0.07
11 C 1.04342 5.96206 1.36879  -0.09
12 C -1.70713 -2.22846 -0.37962  -0.07
13 C 1.56687 4.21654 -0.11828  -0.09
14 C 1.22616 0.27585 -1.38780  0.08
15 C 2.21648 -4.87764 0.95236  -0.32
16 C -2.03575 2.63638 1.63910  -0.06
17 C -3.82528 -1.56152 0.67979  0.02
18 C -2.03498 2.49044 -3.45239  -0.02
19 C 5.03151 -3.88511 -1.73231  -0.10
20 C 1.51447 -5.67556 -1.16546  -0.04
21 C 3.17195 -2.76873 -0.69639  -0.01
22 C -1.23641 2.61562 2.83892  -0.04
23 C 1.32499 5.55144 0.11338  -0.07
24 C -2.50469 -2.76520 -1.42399  -0.05
25 C -0.53882 3.53908 -1.84151  -0.10
26 C -1.69466 1.78642 3.84471  -0.04
27 C -0.70014 2.88413 -2.97344  -0.03
28 C -3.17120 2.84981 -2.78231  -0.09
29 C -2.42841 -1.61187 0.62711  -0.06
30 C -0.16233 -0.33632 0.53707  -0.07
31 C 0.97912 5.09934 2.40304  -0.01
32 C 1.48397 3.26925 0.89889  0.01
33 C -3.53422 0.98242 2.48875  -0.28
34 C -4.53398 -1.95851 -0.47432  -0.18
35 C 3.81938 -2.97083 0.50284  -0.32
36 C 3.84524 -3.22837 -1.87500  -0.05
37 C 0.75685 -0.72417 -0.45177  -0.05
38 C -0.60843 0.94702 0.56366  -0.04
39 C 2.41591 -5.80416 -0.06509  0.01
40 C 0.51980 -3.61893 -0.36535  -0.14
41 C 1.22629 3.73811 2.17452  -0.29
42 C -1.70927 3.72156 -1.10902  -0.30
43 C 1.23691 -3.86896 0.78134  -0.02
44 C 4.98709 -3.62132 0.61508  -0.05
45 C -0.14992 1.93318 -0.26803  -0.07
46 C 0.61056 -4.56710 -1.38776  -0.03
47 C -2.80897 0.99313 3.61807  -0.03
48 C -3.87821 -2.65888 -1.51146  -0.01
49 C -3.16810 1.78087 1.46056  0.00
50 H 6.45503 -4.77404 -0.38664  0.11
51 H -3.24133 0.53298 4.49427  0.12
52 H -0.63445 -2.15702 -0.48292  -0.01
53 H -1.99495 -3.25027 -2.24330  0.10
54 H 3.20842 -6.53488 0.00098  0.12
55 H 3.40021 -2.96788 -2.82394  0.11
56 H -1.88190 -1.12299 1.42003  0.08
57 H -4.18769 2.65022 -3.08779  0.11
58 H -0.38269 3.24825 3.03214  0.07
59 H 2.22820 -2.24491 -0.73328  0.06
60 H -0.35439 2.98634 -0.14370  0.07
61 H -4.46624 -1.01525 1.35593  0.09
62 H -3.74738 1.81558 0.54972  0.12
63 H -1.24225 1.75063 4.82473  0.11
64 H -3.76412 3.77685 -0.96558  0.13
65 H -2.13598 1.97415 -4.39560  0.10
66 H -0.08061 -2.73280 -0.50921  -0.03
67 H 1.98111 -0.11144 -2.05597  0.12
68 H 0.87330 6.99222 1.64486  0.12
69 H 0.15218 2.50278 -3.51614  0.13
70 H 1.55374 6.25100 -0.67699  0.12
71 H 1.20584 -3.09421 1.53313  0.13
72 H -4.27609 -3.00514 -2.45390  0.11
73 H 0.09720 -4.53061 -2.33725  0.10
74 H -1.38146 1.25436 1.25241  0.04
75 H 1.48405 -6.49213 -1.87165  0.09
76 H 5.58611 -4.12765 -2.62672  0.10
77 H 0.99876 -1.77673 -0.45075  0.03
78 H 0.36674 3.85257 -1.34345  0.08
79 H 1.00918 5.44133 3.42702  0.13
80 H 5.46005 -3.70095 1.58274  0.13
81 H 1.86365 3.77488 -1.05810  0.12
82 H 1.43190 2.19053 0.89250  0.13
83 H -0.46819 -1.02826 1.30781  0.10
84 H -1.60962 3.34393 0.94326  -0.06

---

[2]
Density functional theory data (wB97M-V/def2-TZVPD) for a structure of composition C42H35FN3S6TeZr at a distorted geometry.

The calculation puts the energy above the lowest of the compared OMol25 structures with the same formula, charge and spin at 1.619 eV. Its total charge is +1. The total energy is -124890.687 eV. As for the gap between HOMO and LUMO: 5.15 eV. The multiplicity is 1.

Last column: Löwdin charge in e.
Geometry (Å):
1 Te -2.48625 -0.21020 -1.62573  1.40
2 Zr 0.11000 -0.41533 0.08196  1.23
3 S -1.22933 -5.07689 -1.89670  0.91
4 S -0.06258 -2.29310 -1.85991  0.49
5 S -1.57855 -2.01764 1.14412  0.49
6 S 1.27010 -3.19068 1.88200  1.05
7 S -2.57978 -4.79321 0.63240  0.91
8 S -2.79735 -7.36528 -0.83261  0.58
9 F 1.22381 0.00157 6.30976  0.07
10 N 1.63421 -2.00595 0.66970  -0.38
11 N 1.89076 -0.31981 -1.31369  -0.09
12 N 3.91984 -2.53223 0.69626  0.15
13 C -3.90720 1.22643 -1.00101  -0.51
14 C 1.85439 2.94948 0.49220  -0.26
15 C -1.05025 -3.53755 -1.10143  -1.13
16 C -2.91184 0.53030 -5.89311  -0.07
17 C -0.26738 3.03295 1.65166  -0.27
18 C 4.09158 -3.87792 4.65526  -0.06
19 C -0.93417 2.96546 -2.07899  -0.06
20 C -5.20353 2.12015 0.82306  -0.08
21 C -1.67476 -3.40855 0.07222  -1.13
22 C 1.83912 0.28594 -2.50277  -0.14
23 C -0.27268 0.03638 4.50275  0.00
24 C 1.89314 0.04106 2.77621  -0.15
25 C -0.92686 2.79237 0.44616  -0.03
26 C -4.45759 2.17510 -1.85529  -0.14
27 C 4.00226 -3.01808 2.03409  -0.24
28 C 2.83370 -1.87073 0.23737  -0.36
29 C 2.86657 -3.70900 4.02149  -0.08
30 C -5.74412 3.07581 -0.02684  -0.07
31 C -2.95636 -0.31723 -3.65004  -0.52
32 C 4.13088 -0.96075 -1.74238  0.03
33 C -0.22503 2.76653 -0.76732  -0.31
34 C 2.11979 0.06303 4.14157  0.00
35 C -2.52441 0.63610 -4.56406  -0.14
36 C 5.22544 -3.14931 2.66237  -0.01
37 C 0.60853 0.03831 2.21340  -0.35
38 C -3.75379 -1.38571 -4.03985  -0.12
39 C -2.26186 -5.83230 -0.72056  -1.50
40 C -0.45258 0.06309 3.12630  -0.20
41 C 2.91934 0.31202 -3.36326  0.00
42 C 1.16997 2.79865 -0.71543  -0.05
43 C 3.35801 2.99483 0.52687  -0.03
44 C 2.99913 -0.97964 -0.95672  -0.19
45 C -4.29395 1.18758 0.33716  -0.16
46 C -1.05678 3.25140 2.91110  -0.03
47 C 4.09186 -0.29625 -2.96302  0.00
48 C -4.13456 -1.48054 -5.37467  -0.06
49 C -5.37913 3.09467 -1.36627  -0.07
50 C 2.82585 -3.30620 2.69569  -0.45
51 C 1.11792 3.11045 1.65623  -0.02
52 C 5.26820 -3.60014 3.97626  -0.06
53 C 1.02011 0.03494 4.98216  -0.27
54 C -3.71824 -0.52723 -6.29408  -0.07
55 H -1.10694 0.02287 5.19198  0.13
56 H -4.18712 2.19856 -2.90507  0.10
57 H 3.11853 0.06276 4.55978  0.12
58 H 4.12262 -4.21839 5.68119  0.11
59 H 0.89778 0.75307 -2.76100  0.10
60 H -1.48071 0.09296 2.77562  0.06
61 H -0.50427 2.92673 3.79139  0.08
62 H 1.94242 -3.90559 4.55241  0.12
63 H -1.27823 4.31502 3.02735  0.10
64 H -4.75708 -2.30705 -5.69270  0.11
65 H 6.22403 -3.72464 4.46671  0.11
66 H 4.96507 -0.28411 -3.60198  0.13
67 H -3.90332 0.42377 1.00140  0.08
68 H -2.00765 2.71855 2.88016  0.08
69 H -4.07191 -2.13146 -3.32462  0.10
70 H -2.58388 1.27253 -6.60972  0.11
71 H 5.03027 -1.48422 -1.45308  0.12
72 H -5.81175 3.82780 -2.03544  0.11
73 H -2.01233 2.77953 0.43812  0.11
74 H -4.01967 -0.60930 -7.33029  0.11
75 H 3.74711 2.44049 1.38282  0.08
76 H 1.73649 2.81126 -1.64136  0.12
77 H 1.63682 3.26149 2.59732  0.14
78 H -2.00734 2.84582 -1.97690  0.04
79 H -1.89622 1.45929 -4.24809  0.07
80 H -6.46061 3.79369 0.35036  0.11
81 H 2.82768 0.80019 -4.32305  0.13
82 H 3.79289 2.57868 -0.38341  0.07
83 H 4.80369 -2.32537 0.26473  0.13
84 H -0.58541 2.28810 -2.86001  0.04
85 H 2.77420 0.02799 2.13691  0.09
86 H -0.74072 3.98555 -2.42003  0.11
87 H 6.14274 -2.91414 2.13357  0.12
88 H -5.50295 2.08696 1.86305  0.11
89 H 3.71216 4.02339 0.61978  0.09

---

[3]
Density functional theory data (wB97M-V/def2-TZVPD) for a structure of composition C42H35NP2PdSSi at a distorted geometry.

Its total charge is 0. The total energy is -86380.804 eV. As for the gap between HOMO and LUMO (spin up / spin down): 5.92 / 5.66 eV. The multiplicity is 3.

Last column: Löwdin charge in e.
Geometry (Å):
1 Pd -0.55135 -0.02546 -0.18777  0.25
2 S -2.57872 -1.36497 0.65976  0.63
3 P -0.51941 2.26088 -0.88659  0.95
4 P 0.90388 -1.92803 -0.45097  1.00
5 Si 0.89743 0.86692 1.47932  0.52
6 N -1.60095 -1.57916 3.10802  0.05
7 C 1.88221 3.59777 -1.49394  -0.07
8 C -0.48559 1.76411 -3.56724  -0.11
9 C -1.35534 4.23472 0.90927  -0.06
10 C -2.97883 -1.24838 4.99839  -0.11
11 C 3.13148 -2.36457 -4.43419  -0.08
12 C -1.00074 1.76220 -4.88493  -0.08
13 C -1.76762 -1.46397 4.41572  -0.19
14 C 1.78281 -2.22609 -1.94815  -0.36
15 C -1.17782 2.39164 -2.54235  -0.36
16 C -0.24840 -3.94394 1.13914  -0.12
17 C -3.96274 3.37090 0.86110  -0.08
18 C -0.61035 -4.13282 -1.29294  -0.13
19 C -1.45875 -5.89086 0.17203  -0.05
20 C 3.86118 3.42275 -0.08360  -0.06
21 C -0.82510 -5.20140 1.29970  -0.06
22 C 3.19747 4.03790 -1.13286  -0.06
23 C 1.87413 2.11648 0.45182  -0.30
24 C 1.21037 2.72857 -0.67784  -0.38
25 C -3.63914 4.46488 1.62636  -0.10
26 C 2.78008 -1.11592 -3.90615  -0.07
27 C 4.13436 -1.54113 2.77981  -0.08
28 C 4.11245 -2.62343 1.91946  -0.07
29 C -0.05590 -3.47299 -0.17296  -0.38
30 C -1.70900 3.09879 0.14297  -0.38
31 C 2.01347 -1.79188 1.01169  -0.38
32 C 2.22869 -1.05481 -2.62285  -0.09
33 C 2.04310 -3.43749 -2.58965  -0.10
34 C 2.00356 -0.66412 1.83943  -0.27
35 C -3.89188 -0.86339 2.81526  -0.14
36 C 0.47076 1.59653 3.10336  -0.22
37 C -2.64089 -1.22440 2.33696  -0.82
38 C -1.29215 -5.33168 -1.11059  -0.10
39 C -2.44781 2.99898 -2.84594  -0.08
40 C 2.80427 -3.51542 -3.72818  -0.08
41 C -2.20892 2.42015 -5.20702  -0.07
42 C 3.15573 2.49631 0.74790  -0.08
43 C -2.94543 3.01296 -4.13420  -0.08
44 C 3.01357 -2.73329 1.03343  -0.10
45 C -2.99891 2.63137 0.19838  -0.13
46 C 3.05076 -0.61790 2.76932  -0.10
47 C -4.08504 -0.85668 4.22536  -0.05
48 C -2.32395 4.86896 1.68526  -0.09
49 H -4.99361 3.01037 0.96731  0.11
50 H -1.99827 -6.82267 0.34678  0.09
51 H -3.35092 1.70462 -0.22695  0.10
52 H 3.25693 -4.45516 -4.07635  0.12
53 H -0.09044 2.56426 3.02547  0.02
54 H -1.74809 -5.78830 -1.94527  0.08
55 H -2.52406 2.50318 -6.24072  0.09
56 H -0.90523 -1.71777 5.04033  0.11
57 H -3.09097 -1.32443 6.07040  0.09
58 H 4.99095 -3.27778 1.93577  0.11
59 H -4.99322 -0.52859 4.76787  0.11
60 H -0.34065 4.53127 0.91213  0.09
61 H -0.50427 1.21831 -5.68351  0.10
62 H -4.40288 4.99806 2.26250  0.13
63 H 1.60992 -4.32322 -2.10967  0.10
64 H -3.93845 3.40691 -4.33477  0.10
65 H 0.10400 -3.42668 2.02724  0.10
66 H 2.15719 -0.11022 -2.14809  0.07
67 H 3.61388 -2.38846 -5.39287  0.10
68 H 1.43713 3.80516 -2.44117  0.09
69 H 4.93928 -1.25553 3.48211  0.11
70 H 3.15570 0.24735 3.40910  0.08
71 H 1.38600 1.71496 3.82127  0.06
72 H 3.73403 4.73965 -1.70957  0.08
73 H -2.91284 3.59182 -2.02946  0.10
74 H -0.29467 0.92018 3.62990  0.04
75 H 2.79641 -3.68055 0.46522  0.12
76 H 3.63470 2.01733 1.62062  0.10
77 H 0.46737 1.20464 -3.33348  0.10
78 H -0.53991 -3.74153 -2.34996  0.13
79 H 4.88026 3.64223 0.14468  0.09
80 H -2.03454 5.64893 2.38413  0.11
81 H -4.67700 -0.68377 2.06849  0.09
82 H 2.88677 -0.21416 -4.46515  0.09
83 H -0.90152 -5.66005 2.27741  0.09

---

[4]
Density functional theory data (wB97M-V/def2-TZVPD) for a structure of composition C42H36AuNSb2 at a distorted geometry.

The calculation puts the energy above the lowest of the compared OMol25 structures with the same formula, charge and spin at 0.913 eV. Its total charge is +2. The total energy is -62377.821 eV. As for the gap between HOMO and LUMO (spin up / spin down): 5.57 / 5.57 eV. The multiplicity is 1.

Last column: Löwdin charge in e.
Geometry (Å):
1 Au -0.15870 -0.37939 -1.97971  0.88
2 Sb -1.61534 1.42954 -0.43523  1.44
3 Sb 0.77558 0.86675 1.04082  1.55
4 N 1.30658 -1.81785 -2.96187  0.04
5 C 3.24526 -1.38481 -1.59407  -0.04
6 C -2.88215 -2.31156 2.50676  -0.05
7 C 1.01619 -2.18275 0.83822  -0.15
8 C 4.54020 -1.65963 -1.26235  -0.04
9 C -4.66430 3.47308 1.92945  -0.05
10 C 2.74644 2.82576 4.37155  -0.05
11 C -2.73075 2.91775 0.60440  -0.38
12 C -0.21008 2.86736 -1.40186  -0.36
13 C 1.14720 -3.46837 1.33899  -0.06
14 C 1.07596 3.15916 -0.64075  -0.36
15 C -2.95519 -2.46945 1.13208  -0.06
16 C 1.50573 -1.27937 3.02599  -0.11
17 C 2.65951 -3.79219 -4.34638  0.04
18 C -2.31036 -0.18289 0.85452  -0.46
19 C -3.13438 5.20403 1.24975  -0.06
20 C 1.45920 -3.66200 2.67836  -0.05
21 C -1.44932 -2.67552 -5.23562  0.00
22 C 5.25877 -2.67494 -1.93396  -0.04
23 C -1.35983 -1.17173 -3.40235  -0.22
24 C 1.19022 2.08178 2.70043  -0.37
25 C -2.36510 4.26582 0.57804  -0.13
26 C -2.78100 -2.34403 -5.43416  -0.04
27 C 4.65529 -3.39095 -2.92500  0.00
28 C -2.53474 -1.07973 3.05368  -0.05
29 C 1.82706 3.77879 4.79226  -0.05
30 C 1.21894 -1.08629 1.67502  -0.36
31 C 3.31626 -3.11536 -3.29485  -0.14
32 C -3.89783 2.52751 1.26222  -0.13
33 C 1.96246 1.92922 -0.40085  -0.33
34 C -2.24474 -0.00028 2.22941  -0.18
35 C -2.66128 -1.39632 0.29134  -0.14
36 C -4.27909 4.80627 1.92981  -0.04
37 C -0.70579 -2.10551 -4.20474  -0.18
38 C 1.37957 -3.47000 -4.67704  0.02
39 C -2.68631 -0.81777 -3.57752  -0.12
40 C 0.71025 -2.46882 -3.94429  -0.21
41 C 2.60400 -2.10551 -2.62186  -0.20
42 C 0.59481 3.89037 4.16524  -0.05
43 C 0.26942 3.04075 3.11487  -0.12
44 C -3.40192 -1.42402 -4.60727  -0.05
45 C 2.43583 1.97509 3.31980  -0.13
46 C 1.63994 -2.57158 3.51716  -0.05
47 H 5.19000 -4.17442 -3.44718  0.13
48 H -5.56766 3.16751 2.44075  0.12
49 H -0.02653 2.39645 -2.36891  0.04
50 H 3.16625 1.24449 2.99146  0.11
51 H -3.10010 -3.14676 3.15896  0.12
52 H -1.47926 4.60243 0.06046  0.08
53 H 1.63455 3.87717 -1.25106  0.13
54 H -4.44347 -1.16886 -4.75292  0.12
55 H -2.84581 6.24682 1.23231  0.12
56 H -3.23810 -3.42377 0.70645  0.12
57 H 0.88400 -3.98035 -5.48805  0.11
58 H -0.11559 4.63919 4.49027  0.12
59 H -3.16769 -0.08830 -2.94737  0.08
60 H -2.48537 -0.95429 4.12818  0.12
61 H 2.13098 1.38467 -1.33089  0.04
62 H -0.98507 -3.38785 -5.90361  0.11
63 H 3.70804 2.74478 4.86087  0.12
64 H 3.18667 -4.56815 -4.88831  0.14
65 H -4.21932 1.49467 1.26036  0.10
66 H -4.87843 5.54091 2.45147  0.12
67 H -1.99869 0.96194 2.66638  0.09
68 H 1.88309 -2.72159 4.56091  0.12
69 H 6.28647 -2.87463 -1.66259  0.12
70 H 0.86814 3.66921 0.30485  0.09
71 H -3.33228 -2.80859 -6.24023  0.12
72 H -0.69771 3.13202 2.63263  0.08
73 H 2.07709 4.44020 5.61141  0.12
74 H 0.76432 -2.05723 -0.20899  0.05
75 H 2.69797 -0.60939 -1.07571  0.05
76 H -2.71551 -1.52392 -0.78435  0.07
77 H 5.02733 -1.09642 -0.47677  0.12
78 H 1.62603 -0.44347 3.70064  0.09
79 H -0.82020 3.75246 -1.56262  0.05
80 H 0.99837 -4.31745 0.68431  0.12
81 H 1.55420 -4.66600 3.07084  0.12
82 H 2.92082 2.16615 0.05760  0.08